Molecular formula: C37H78N22O17
Method: DFT, ωB97M-V/def2-TZVPD

```
154
Properties=species:S:1:pos:R:3:forces:R:3:mulliken_charge:R:1
C 7.541794 0.709885 1.516323 -2.51 -0.04 0.98 -0.70
C 6.172238 0.587861 1.880124 2.35 -1.15 -2.04 0.21
C 5.463032 -0.795369 1.441456 -1.20 0.07 1.56 0.48
O 4.792341 -1.468840 2.256475 2.47 2.22 -3.22 -0.59
O 5.685572 -1.181163 0.073757 -1.09 1.23 2.03 -0.35
C 4.912023 -0.284086 -0.796009 -0.18 0.07 -1.60 0.39
C 5.802083 0.181459 -2.065467 -0.16 -0.29 0.84 -0.38
C 5.280373 1.559482 -2.709158 0.83 -0.41 -1.16 -0.83
C 4.185295 1.312647 -3.885861 -0.04 0.53 0.40 0.04
C 3.104520 2.500946 -3.948611 0.98 -0.19 0.58 -0.85
C 2.116740 2.458143 -2.678100 -0.14 0.26 -1.10 -0.34
C 0.651305 1.885556 -2.980540 -1.31 1.46 1.70 0.42
O 0.182755 1.797072 -4.374476 -1.97 -2.38 1.40 -0.35
C -1.048360 1.047917 -4.271808 -1.24 0.66 -3.66 -0.42
O -1.736434 0.843106 -5.313598 2.65 0.77 4.48 -0.70
C -1.374704 0.522630 -2.791447 0.55 -0.20 0.87 1.85
N -2.032222 -0.810714 -2.955637 0.53 0.38 -0.62 -0.61
C -2.381858 1.321868 -1.825798 -0.88 1.01 0.14 -0.78
C -3.177234 2.549092 -2.484389 -1.38 0.14 0.65 -0.39
C -4.730230 2.449054 -2.011084 0.78 1.89 1.24 0.18
O -5.068654 3.114138 -1.000724 0.36 -2.42 -3.19 -0.58
N -5.592272 1.629110 -2.856802 1.27 -0.54 2.81 -0.07
C -6.577211 0.819062 -2.118952 -4.39 -3.08 1.38 0.40
C -7.779470 0.258398 -2.970046 0.05 -0.91 2.69 -0.09
C -8.894107 -0.626281 -2.364491 3.25 1.38 2.29 -0.55
C -8.849381 -0.998937 -0.846574 2.94 2.26 -1.66 -0.45
C -7.669067 -0.472414 0.014320 -0.56 0.70 -3.85 -0.56
C -6.546008 0.420731 -0.632193 -2.05 -0.84 -1.54 -0.34
C 0.099786 0.616568 -2.178085 0.97 0.04 1.39 -0.41
C 1.001467 -0.711466 -2.034382 0.45 0.42 -0.65 0.79
C 0.987938 -1.682020 -3.315313 -0.37 -0.80 0.53 -0.55
C 2.419506 -2.312548 -3.694783 -0.69 -1.10 -0.42 0.33
C 2.489246 -3.882769 -3.269084 -0.59 0.63 0.89 -0.49
O 3.470249 -4.634384 -4.039643 1.95 1.62 0.51 -0.39
C 4.781305 -4.053236 -3.868597 1.37 -1.57 2.80 0.25
O 5.576286 -4.445665 -2.980337 -3.32 1.54 -3.77 -0.48
H 8.016630 0.013946 0.729872 -0.88 0.94 1.69 0.22
H 8.169421 1.484544 2.076698 -1.06 -1.03 -1.31 0.30
H 5.562145 1.392353 2.402719 1.16 -1.54 -0.23 0.21
H 4.035565 -0.912289 -1.195634 1.13 1.01 0.81 -0.40
H 4.494237 0.626064 -0.247820 0.67 -1.25 -0.53 0.31
H 5.770957 -0.685230 -2.822555 0.07 1.42 0.92 0.14
H 6.893483 0.252843 -1.713079 -1.64 0.09 -0.46 0.31
H 4.936231 2.321807 -1.929067 0.30 -1.25 -0.93 0.40
H 6.196920 2.034043 -3.232384 -1.44 -0.59 0.91 0.31
H 3.667109 0.307455 -3.700233 0.60 1.41 -0.39 -0.23
H 4.728496 1.277357 -4.895627 -0.74 -0.18 1.48 0.46
H 3.697119 3.491830 -3.866030 -0.94 -1.54 -0.33 0.32
H 2.582901 2.480794 -4.961529 0.41 0.08 1.54 0.39
H 2.579347 1.857216 -1.824337 -0.61 0.82 -1.12 -0.15
H 1.980862 3.551905 -2.340747 0.12 -1.86 -0.33 0.45
H -0.031378 2.731707 -2.584730 1.00 -1.20 -0.32 -0.02
H -2.959004 -0.593133 -3.374405 0.87 -0.57 0.46 0.27
H -2.162744 -1.273182 -2.045768 -0.02 0.54 -0.56 0.37
H -1.899373 1.716208 -0.853048 -0.46 -0.62 -1.75 -0.04
H -3.176267 0.561423 -1.469172 1.36 1.08 -0.60 0.37
H -3.212765 2.568179 -3.623912 0.55 -0.06 1.44 0.40
H -2.770459 3.517724 -2.017488 -0.67 -1.37 -1.17 0.11
H -4.985898 0.978466 -3.384953 -0.47 0.69 0.14 0.30
H -7.842799 0.497841 -4.102508 0.22 -0.35 2.44 0.12
H -9.720143 -0.983443 -3.058160 1.22 0.50 1.16 0.34
H -9.657722 -1.653205 -0.382772 1.29 1.08 -0.68 0.34
H -7.657433 -0.736188 1.121202 0.13 0.53 -1.60 0.47
H -5.694381 0.802856 0.034047 -1.54 -0.61 -1.08 0.29
H 0.110222 1.016798 -1.091294 -0.39 -0.73 -1.67 0.12
H 2.088173 -0.350167 -1.864307 -1.75 -0.46 -0.22 -1.33
H 0.728189 -1.271844 -1.060506 0.27 0.94 -1.65 0.59
H 0.484738 -1.208063 -4.238379 0.99 -0.58 1.52 0.07
H 0.306026 -2.576251 -3.039312 0.94 1.46 -0.60 0.31
H 2.488683 -2.289036 -4.849542 0.29 0.04 1.88 0.33
H 3.303310 -1.788595 -3.192006 -1.26 -0.48 -0.88 -0.45
H 2.764203 -3.998173 -2.150903 -0.46 0.33 -1.65 0.26
H 1.481061 -4.411244 -3.417409 1.57 0.85 -0.05 0.34
H 5.040098 -3.202260 -4.587438 -0.47 -1.18 0.75 0.33
C -1.929031 6.296197 -3.480578 0.28 -0.06 0.14 0.72
O -1.128628 5.888458 -2.649226 -0.05 -0.06 0.00 -0.67
N -1.544791 6.902491 -4.630033 0.36 0.37 -0.09 -0.26
N -3.270438 6.175887 -3.323245 -0.64 -0.24 0.41 -0.38
H -2.184622 7.243125 -5.324703 0.20 -0.08 -0.10 0.11
H -0.556482 7.009463 -4.784195 -0.24 -0.28 -0.23 0.09
H -3.594809 5.729652 -2.479735 -0.02 0.10 -0.16 0.22
H -3.944118 6.502211 -3.991843 0.08 -0.04 0.04 0.16
C -7.709266 -1.930795 4.242217 0.18 -0.03 -0.37 0.66
O -8.114359 -1.103522 3.434720 -0.04 0.11 -0.01 -0.68
N -8.171141 -1.997245 5.514902 -0.56 0.21 0.64 -0.44
N -6.765726 -2.849597 3.934980 -0.11 -0.40 -0.72 -0.30
H -7.851324 -2.666792 6.190995 0.12 0.08 -0.11 0.17
H -8.874958 -1.329337 5.783044 0.15 -0.13 -0.06 0.22
H -6.397238 -2.831930 2.998381 -0.11 -0.02 0.18 0.19
H -6.419319 -3.534405 4.582020 0.22 0.30 0.07 0.20
C 7.068235 2.775161 4.796162 0.20 -0.03 -0.17 0.61
O 7.561208 2.768341 3.675704 -0.07 0.16 0.12 -0.69
N 5.777871 3.119682 5.025473 -0.73 0.21 -0.23 -0.33
N 7.767616 2.439206 5.905152 0.64 -0.27 0.42 -0.33
H 5.355843 3.130969 5.937201 0.11 -0.05 -0.01 0.17
H 5.222357 3.377083 4.226248 0.11 0.00 0.17 0.22
H 8.731160 2.176506 5.777874 -0.19 0.10 -0.03 0.19
H 7.379001 2.439051 6.833430 -0.16 0.03 0.08 0.18
C 6.605008 1.304104 9.720751 -0.05 0.08 -0.12 0.66
O 6.234815 2.114511 8.882216 0.08 0.05 -0.17 -0.64
N 6.103781 1.275611 10.978875 -0.45 0.27 0.49 -0.43
N 7.547869 0.364898 9.464040 0.48 -0.28 -0.43 -0.34
H 6.393132 0.619782 11.681317 -0.01 0.05 -0.09 0.16
H 5.400175 1.958672 11.208153 0.13 -0.14 -0.03 0.22
H 7.944707 0.353493 8.538462 -0.08 -0.08 0.18 0.20
H 7.864609 -0.308197 10.137827 -0.04 0.07 -0.05 0.17
C 0.826159 0.523820 2.189312 0.26 -0.06 -0.09 0.61
O 1.284104 0.556844 1.055730 -0.06 0.05 -0.09 -0.58
N -0.459316 0.854488 2.469729 -0.74 0.17 -0.21 -0.32
N 1.564337 0.153277 3.263347 0.60 -0.12 0.24 -0.42
H -0.853601 0.833672 3.392723 0.05 0.01 -0.06 0.17
H -1.040208 1.135660 1.696704 0.08 -0.01 0.18 0.16
H 2.525751 -0.101061 3.094889 -0.11 -0.09 0.04 0.19
H 1.208664 0.118887 4.201268 0.00 -0.01 -0.10 0.15
C -3.506262 -3.102468 5.295499 0.05 -0.35 0.50 0.57
O -4.657021 -2.980990 5.701633 0.02 -0.04 0.15 -0.74
N -2.608397 -3.931617 5.871453 0.07 -0.08 0.60 -0.31
N -3.033150 -2.412628 4.228265 -0.09 0.68 -0.70 -0.31
H -1.656328 -4.041636 5.547342 -0.24 -0.22 -0.12 0.30
H -2.919907 -4.463250 6.667384 -0.01 0.16 -0.16 0.18
H -3.671165 -1.782581 3.769279 0.10 -0.11 0.12 0.21
H -2.094937 -2.498041 3.879252 -0.03 -0.17 0.08 0.18
C -0.171083 -5.996835 4.032186 0.21 -0.28 0.21 0.58
O -0.515079 -4.892318 4.441191 0.23 0.20 -0.23 -0.78
N -0.295370 -6.364668 2.735314 -0.26 0.28 -0.67 -0.35
N 0.361107 -6.941314 4.838889 0.10 0.06 0.38 -0.27
H -0.020270 -7.262518 2.380437 0.00 0.05 0.11 0.17
H -0.688147 -5.687934 2.101589 0.09 -0.15 0.10 0.21
H 0.469862 -6.705498 5.811325 0.01 -0.08 -0.20 0.17
H 0.648891 -7.852307 4.522539 -0.06 -0.13 0.17 0.22
C 1.343549 -10.717841 5.851939 -0.01 0.07 -0.11 0.64
O 0.932353 -9.888175 5.052661 0.02 0.07 -0.04 -0.69
N 0.881252 -10.799293 7.122948 -0.42 0.26 0.53 -0.38
N 2.296373 -11.626911 5.535286 0.43 -0.27 -0.47 -0.40
H 1.204972 -11.472157 7.793675 -0.02 0.05 -0.08 0.17
H 0.171118 -10.139630 7.396231 0.12 -0.16 -0.03 0.21
H 2.665067 -11.597987 4.598476 -0.05 -0.02 0.18 0.22
H 2.647125 -12.315532 6.175695 -0.05 0.07 -0.04 0.16
C 0.192494 8.879175 -7.104344 -0.18 -0.28 -0.08 0.69
O -0.473652 7.860072 -7.224503 0.06 0.18 0.07 -0.63
N 0.469582 9.437295 -5.899140 -0.02 0.02 0.68 -0.30
N 0.712332 9.540418 -8.167381 0.12 0.12 -0.73 -0.43
H 1.014025 10.272295 -5.781848 -0.04 -0.08 -0.02 0.18
H 0.100607 8.976673 -5.083141 0.04 0.22 -0.08 0.18
H 0.528694 9.157326 -9.080431 0.05 0.08 0.18 0.22
H 1.261139 10.377295 -8.091619 -0.05 -0.08 0.02 0.15
C -7.813904 1.800240 -6.592080 -0.03 -0.09 0.21 0.72
O -8.336277 1.415569 -5.554608 -0.14 0.28 -0.70 -0.70
N -8.479960 2.534488 -7.515851 -0.63 0.37 -0.27 -0.45
N -6.524812 1.525897 -6.907106 0.59 -0.31 0.14 -0.34
H -8.070617 2.859952 -8.372449 0.00 -0.04 0.09 0.15
H -9.441353 2.759036 -7.317230 0.19 -0.04 -0.04 0.22
H -5.996021 0.981962 -6.244810 -0.05 0.12 -0.16 0.18
H -6.078217 1.832178 -7.752157 -0.04 -0.02 0.08 0.17
```
Positions in Å, forces in eV/Å.

Highest occupied orbital energy   -7.638 eV
Kohn-Sham gap   7.9 eV
Structure (SMILES)   C=CC(=O)OCCCCCC[C@H]1OC(=O)[C@](N)(CCC(=O)Nc2ccccc2)[C@H]1CCCCOC=O.NC(N)=O.NC(N)=O.NC(N)=O.NC(N)=O.NC(N)=O.NC(N)=O.NC(N)=O.NC(N)=O.NC(N)=O.NC(N)=O
Net charge   0